Computed, not measured: the ion C4H8O2 with charge +1 at a distorted geometry, with wB97M-V/def2-TZVPD.

Results
E_LUMO (spin up / spin down) ... -6.14 / -9.99 eV
Charge ... +1
HOMO-LUMO gap (spin up / spin down) ... 8.21 / 4.36 eV
Multiplicity ... 2
Expectation value of S² ... 0.76
Energy above the lowest of the compared OMol25 structures with the same formula, charge and spin ... 30.5 kcal/mol
HOMO (spin up / spin down) ... -14.35 / -14.35 eV

CARTESIAN COORDINATES (ANGSTROEM)
C 0.170 -1.755 -0.191
O 1.034 -2.663 0.461
C 0.432 -0.426 0.491
C 0.221 0.790 -0.413
C -0.959 1.683 0.007
O -1.037 2.825 -0.284
H -0.882 -2.044 -0.099
H 0.457 -1.689 -1.243
H 0.760 -3.578 0.334
H 1.482 -0.446 0.797
H -0.108 -0.355 1.441
H 1.112 1.411 -0.385
H 0.075 0.542 -1.473
H -1.727 1.159 0.622